Record 1
The following is a DFT calculation (ωB97M-V/def2-TZVPD) of a molecular structure, C19H19BrN2O3 at a distorted geometry.

Results
- orbital gap (eV) = 7.89

ORCA input file:
```
! wB97M-V def2-TZVPD RIJCOSX def2/J DEFGRID3
* xyz 0 1
O 2.3706 1.6244 -2.2370
C 2.2913 1.2681 -1.1759
N 1.0997 0.8114 -0.8252
C 0.6893 -0.0683 0.3012
C -0.5917 -0.3709 0.6386
C -1.8866 0.3402 0.3349
C -3.1239 -0.4018 0.5625
C -4.2260 0.3032 -0.2000
C -4.2804 1.5663 -0.7502
C -3.0028 2.2043 -0.7500
C -1.9154 1.9050 -0.2618
H -1.0590 2.3928 -0.4183
H -3.0237 3.0593 -1.2816
H -5.1317 2.0485 -0.9799
Br -5.8416 -0.7209 -0.0564
H -3.1137 -1.2883 0.9707
H -0.7124 -1.0472 1.6636
C 1.7044 -0.8231 1.1245
O 1.9977 -0.5185 2.1802
N 2.4766 -1.5537 0.4253
C 2.2133 -2.0495 -1.1362
C 3.3786 -1.7235 -1.7601
C 4.6917 -2.4189 -1.2459
C 4.8318 -2.0120 0.3099
C 3.6152 -2.1143 0.6991
H 3.7956 -1.8687 1.9445
H 3.4047 -3.5421 0.9948
H 5.7523 -2.4425 0.5761
H 5.0634 -1.0362 0.2508
H 5.6275 -2.3694 -1.8188
H 4.5357 -3.5016 -1.3621
H 3.2690 -2.2195 -3.0470
H 3.7347 -0.7104 -1.9697
H 1.3707 -1.6641 -1.4865
H 2.0044 -3.1873 -1.0100
H 0.2476 1.0100 -1.4565
C 3.1341 1.5017 -0.2612
C 2.9250 1.9096 1.4805
C 4.1989 2.1446 1.7567
C 4.9686 1.9582 0.8185
O 4.5064 1.4010 -0.2244
H 6.0165 1.9204 0.9115
H 4.3641 2.3640 2.7656
H 1.9473 1.8706 1.7564
*
```

Record 2
The following is a DFT calculation (ωB97M-V/def2-TZVPD) of a molecular structure, C5H12N2O at a distorted geometry.

Results
- orbital gap (eV) = 9.40

ORCA input file:
```
! wB97M-V def2-TZVPD RIJCOSX def2/J DEFGRID3
* xyz 0 1
C 0.3123 -1.1520 1.1385
C 0.4383 0.1671 0.4054
C 1.9549 0.6767 -0.2002
C -0.5333 0.4150 -0.8016
C -1.8876 -0.1758 -1.0358
H -0.8064 -1.1784 1.3995
H 0.2333 -1.9415 -0.1100
H 1.0439 -1.3699 1.8800
H 1.4274 1.4948 -0.9314
H 2.4330 0.0198 -1.1788
H 2.2585 1.6756 1.2084
H 3.2352 0.2342 1.3625
H 0.0345 1.0822 -1.6795
H -2.6805 0.7825 -1.1971
H -1.9217 -0.5733 -2.2782
H -3.3463 -0.9382 -0.3849
H -2.2243 -0.6285 1.1811
N 2.9315 1.1531 0.7726
N -2.3421 -0.9851 -0.0547
O -0.5606 1.2415 0.5042
*
```

Quick rundown of energy above the lowest of the compared OMol25 structures with the same formula, charge and spin, same order as above: 1855.27, 935.67 kJ/mol